(1)
# C30H22N3O4PS2Ti

C30H22N3O4PS2Ti as an isolated structure (ωB97M-V/def2-TZVPD, OMol25).

Geometry as XYZ:
```
63
Properties=species:S:1:pos:R:3:forces:R:3
Ti -0.067577 -0.120214 -0.182316 1.39 -2.97 -1.00
O -0.174963 0.985095 3.684691 -0.05 0.01 0.12
C 0.127973 0.541996 2.606565 0.00 -0.03 -0.28
O -0.656961 0.414716 1.561748 -0.23 0.56 1.33
C 1.517718 0.015518 2.315124 -0.27 0.05 0.11
C 2.341259 -0.452443 3.314121 0.25 0.05 0.00
C 3.516137 -1.084422 2.934854 -0.02 0.01 0.06
C 3.817446 -1.201731 1.586738 0.02 0.02 -0.03
C 2.935518 -0.690869 0.652234 0.06 0.13 -0.11
N 1.801280 -0.090873 1.015577 0.00 0.02 0.33
H 2.037241 -0.334238 4.344367 0.00 -0.02 -0.01
H 4.180777 -1.501146 3.680701 0.00 0.00 0.00
H 4.708785 -1.714094 1.254003 0.00 0.02 -0.01
H 3.098807 -0.789914 -0.412782 -0.02 -0.05 0.00
C -4.377053 -1.405043 -0.329910 0.10 -0.10 0.04
C -2.987832 -1.426047 -0.121398 -0.02 -0.15 -0.15
N -2.213133 -0.415702 -0.447118 -0.41 0.44 0.14
C -2.782600 0.705292 -0.952858 0.21 0.15 -0.03
C -4.141385 0.801938 -1.226471 -0.31 0.05 -0.08
C -4.949164 -0.304977 -0.898299 -0.04 0.11 -0.07
C -4.666971 2.004587 -1.816191 -0.03 -0.14 0.05
C -3.865746 3.050382 -2.090812 0.12 0.07 -0.01
C -2.464275 3.000602 -1.775829 -0.10 0.13 -0.03
C -1.585583 4.073841 -2.006981 -0.18 0.03 -0.05
C -0.267724 3.961818 -1.662913 0.17 -0.07 0.07
C 0.176041 2.770879 -1.076452 0.07 0.12 0.01
N -0.632450 1.760363 -0.842176 -0.54 0.86 -0.49
C -1.932238 1.848873 -1.197626 -0.26 -0.13 0.04
H -4.964859 -2.266433 -0.046369 0.02 -0.02 -0.02
H -2.487968 -2.292561 0.292801 0.01 0.02 0.01
H -6.013655 -0.268369 -1.095925 0.01 0.02 0.01
H -5.725688 2.049354 -2.038792 0.00 -0.02 0.01
H -4.263661 3.950532 -2.541676 0.01 0.00 0.00
H -1.962901 4.984000 -2.457688 -0.01 -0.02 0.00
H 0.431257 4.767421 -1.834502 0.01 -0.02 0.01
H 1.211866 2.629160 -0.795542 0.00 0.02 -0.02
O -0.067284 -0.703598 -1.945429 0.00 0.91 0.22
O 1.160280 -0.130101 -1.498441 0.08 -0.39 -0.32
S 1.266675 -3.598369 -2.338045 0.08 0.01 -0.05
P 0.473174 -4.045993 -0.620923 0.00 -0.02 0.04
S 0.065324 -2.579983 0.757534 -0.07 0.29 0.07
C 1.512930 -5.241510 0.304644 -0.10 0.00 0.17
C 1.398919 -5.391790 1.686913 0.01 -0.03 -0.05
C 2.161134 -6.339729 2.354954 -0.02 0.02 -0.05
C 3.043790 -7.145510 1.647529 -0.01 0.01 0.00
C 3.160751 -6.998894 0.273324 0.00 0.00 -0.03
C 2.397722 -6.051697 -0.397141 0.02 0.00 0.00
C -1.103233 -4.969813 -0.824014 -0.05 0.02 0.07
C -1.342347 -5.652478 -2.011650 -0.03 0.03 -0.01
C -2.516190 -6.375420 -2.180009 0.02 0.00 -0.01
C -3.460206 -6.424215 -1.164699 0.01 0.00 -0.01
C -3.226172 -5.750491 0.026868 0.06 0.03 -0.01
C -2.052251 -5.028040 0.196657 0.02 -0.07 -0.03
H 0.721024 -4.753591 2.238941 0.01 0.00 0.01
H 2.065597 -6.449908 3.428026 0.00 0.01 0.00
H 3.640482 -7.884741 2.167369 0.00 0.00 0.00
H 3.850058 -7.622778 -0.281899 0.00 0.01 0.00
H 2.491317 -5.918378 -1.467846 0.01 -0.01 0.01
H -0.607413 -5.593964 -2.804994 -0.01 0.00 0.00
H -2.693923 -6.900064 -3.110445 0.00 0.01 0.00
H -4.374882 -6.987917 -1.299904 0.00 0.00 0.00
H -3.955693 -5.790885 0.826608 0.01 0.00 0.01
H -1.865402 -4.504573 1.126588 -0.01 0.00 0.01
```
Positions in Å, forces in eV/Å.

Computed properties:
* LUMO level: -0.99 eV
* total charge: 0
* HOMO-LUMO gap: 6.51 eV
* multiplicity: 1

(2)
# C3H8S

A 2-piece molecular cluster, C3H8S overall (ωB97M-V/def2-TZVPD, OMol25).

Geometry as XYZ:
```
12
Properties=species:S:1:pos:R:3:forces:R:3
C -0.808192 -2.044600 -0.600862 0.11 -0.25 0.27
C -1.441282 -0.903860 -0.808939 -0.46 -0.21 -0.45
H -1.241283 -2.963034 -0.980167 0.00 -0.02 0.10
H 0.106566 -2.170796 -0.027956 0.01 0.26 -0.19
H -2.395455 -0.961779 -1.331288 0.19 0.25 -0.01
H -1.102360 0.086681 -0.545785 0.15 -0.07 0.29
C 0.968414 1.972456 0.789908 -0.15 -0.74 0.23
S 2.244261 0.665344 0.862683 0.00 0.12 -0.05
H 0.300102 1.767533 -0.041791 0.17 0.29 -0.16
H 1.483089 2.917872 0.676058 -0.10 0.14 -0.05
H 0.368456 1.946427 1.698866 0.13 0.21 0.01
H 1.517683 -0.312244 0.309275 -0.03 0.02 0.02
```
Positions in Å, forces in eV/Å.

Computed properties:
* LUMO level: 1.03 eV
* SMILES: C=C.CS
* total charge: 0
* HOMO-LUMO gap: 10.10 eV
* multiplicity: 1

(3)
# C40H35Cl3KN10P3Se2

C40H35Cl3KN10P3Se2 as an isolated structure (ωB97M-V/def2-TZVPD, OMol25).

Geometry as XYZ:
```
94
Properties=species:S:1:pos:R:3:forces:R:3
K 1.508872 -0.420089 1.658720 -0.07 -0.27 0.20
C 3.363469 4.941409 3.761242 0.03 0.18 -0.01
N 2.517944 3.996425 3.069343 -0.09 0.01 -0.06
C 1.474818 4.313638 2.244206 0.03 0.08 0.02
C 0.947451 3.128994 1.820291 0.00 -0.01 0.03
N 1.647587 2.096201 2.365593 -0.07 0.37 0.03
C 2.582695 2.638778 3.112122 0.19 -0.40 0.17
P 3.774316 1.720599 4.150615 -0.01 -0.02 -0.02
C 2.627651 0.524015 4.927014 0.37 0.37 -0.59
N 1.837647 -0.328472 4.313886 0.04 -0.08 0.17
C 1.137847 -0.960452 5.291310 0.00 -0.01 0.12
C 1.509921 -0.478601 6.512110 -0.04 -0.01 0.06
N 2.461846 0.469735 6.271075 -0.14 -0.18 0.27
C 3.121497 1.248464 7.293161 0.11 0.13 0.07
C 4.601700 0.672937 2.902446 -0.47 0.14 0.36
N 4.019100 -0.179171 2.089892 0.39 0.00 -0.03
C 5.006146 -0.721620 1.329010 0.14 0.11 0.05
C 6.207817 -0.188594 1.694454 0.03 -0.02 -0.01
N 5.943740 0.695249 2.701769 0.18 -0.08 -0.13
C 6.937878 1.495150 3.378337 0.07 0.14 0.09
H 3.062519 5.943805 3.460564 0.05 -0.04 0.06
H 3.248300 4.844161 4.839684 0.06 0.02 0.01
H 4.406429 4.793118 3.486637 0.02 0.02 0.07
H 1.213414 5.333629 2.043068 -0.06 0.15 -0.05
H 0.107234 2.963912 1.169787 -0.05 -0.02 -0.03
H 0.412026 -1.719147 5.072671 -0.13 -0.13 -0.07
H 1.195240 -0.712906 7.509452 -0.07 -0.06 0.15
H 2.798654 0.862811 8.255752 0.06 0.05 0.07
H 4.204342 1.152165 7.213484 -0.06 0.04 0.02
H 2.843422 2.300402 7.221272 0.05 -0.03 0.02
H 4.801391 -1.435093 0.555455 -0.06 -0.14 -0.15
H 7.205481 -0.342617 1.335724 0.16 -0.05 -0.07
H 7.911465 1.201870 2.996400 0.06 0.04 0.06
H 6.784417 2.555889 3.176543 0.03 -0.03 0.05
H 6.907051 1.321729 4.453720 0.02 0.04 -0.04
Se 0.543326 -1.788198 -5.917147 -0.05 0.00 0.14
P -0.711814 -1.363946 -4.278587 0.21 0.01 0.22
C -1.890827 -0.073081 -4.736052 -0.16 -0.17 -0.15
C -2.791960 -0.305499 -5.777573 0.01 0.02 0.02
C -3.674051 0.684618 -6.165781 -0.01 0.06 -0.02
C -3.640085 1.933803 -5.553657 -0.02 -0.05 -0.03
C -2.701295 2.189591 -4.570354 -0.06 0.03 -0.01
C -1.832933 1.185287 -4.169228 0.13 0.14 0.20
C -1.635282 -2.858593 -3.802779 -0.05 0.04 -0.11
C -0.882887 -3.896202 -3.253444 0.09 0.03 -0.06
C -1.447027 -5.143364 -3.074408 -0.02 -0.11 0.08
C -2.772790 -5.374242 -3.422037 0.04 0.03 -0.01
C -3.528515 -4.340637 -3.942958 -0.04 -0.04 0.03
C -2.962240 -3.088544 -4.132332 -0.12 0.09 0.00
C 0.115574 -0.847648 -2.743218 -0.26 -0.15 -0.55
C -0.215043 -0.426015 -1.444731 -0.54 -0.10 0.00
N 0.945316 -0.301590 -0.784580 -0.12 0.08 -0.27
N 1.924072 -0.647639 -1.595651 0.27 0.13 0.06
N 1.451200 -0.973189 -2.776454 0.21 -0.07 -0.07
P -1.677797 -0.030008 -0.470665 0.24 -0.06 0.10
Se -1.545414 -0.478956 1.622566 -0.46 0.02 -0.41
C -1.924580 1.760415 -0.665430 0.06 0.04 0.07
C -0.911478 2.567050 -1.172268 -0.04 -0.06 -0.03
C -1.076146 3.944580 -1.232926 0.03 -0.01 -0.01
C -2.253240 4.520450 -0.788932 -0.06 -0.01 0.05
C -3.258795 3.720789 -0.258383 -0.01 0.06 -0.01
C -3.087735 2.352198 -0.177371 -0.05 -0.07 -0.05
C -3.137452 -0.839208 -1.178436 -0.08 0.17 -0.02
C -3.430653 -2.143152 -0.787907 0.15 -0.05 0.13
C -4.604979 -2.739841 -1.196811 -0.15 -0.19 -0.08
C -5.500474 -2.053349 -2.006484 0.10 0.11 0.02
C -5.209313 -0.760549 -2.410820 -0.03 -0.08 0.04
C -4.035806 -0.152739 -1.988070 0.04 0.03 -0.13
H -2.779186 -1.249457 -6.304278 0.02 -0.05 0.00
H -4.373569 0.491866 -6.967352 -0.05 0.00 -0.03
H -4.329513 2.705619 -5.865691 -0.03 0.06 -0.02
H -2.639603 3.165681 -4.108723 0.01 0.06 0.04
H -1.090838 1.392934 -3.414458 0.03 0.00 0.06
H 0.161431 -3.735436 -3.014221 0.04 0.04 0.00
H -0.840527 -5.950885 -2.689915 0.03 -0.06 0.09
H -3.206693 -6.355668 -3.293959 -0.02 -0.07 0.01
H -4.564735 -4.503655 -4.208065 -0.04 0.00 0.00
H -3.578413 -2.295759 -4.530320 0.02 0.04 0.01
H 0.016560 2.118849 -1.497803 0.08 -0.05 -0.07
H -0.277367 4.562562 -1.619985 0.03 0.01 -0.04
H -2.387774 5.590950 -0.836949 -0.01 0.10 -0.03
H -4.177774 4.166093 0.095274 -0.03 0.04 0.05
H -3.859127 1.738612 0.268334 -0.04 -0.06 0.01
H -2.752808 -2.676972 -0.131729 0.01 0.06 -0.01
H -4.826595 -3.752856 -0.886914 0.01 -0.01 0.01
H -6.421207 -2.523076 -2.318033 -0.09 -0.07 -0.03
H -5.896381 -0.212954 -3.041946 -0.02 0.01 -0.02
H -3.835715 0.862713 -2.294925 0.05 0.05 -0.02
Cl 2.634365 -6.001394 -0.041234 -0.05 -0.05 0.00
C 1.444247 -5.643142 1.213150 0.00 0.28 0.01
Cl 1.812707 -6.528908 2.701342 0.02 -0.06 -0.04
Cl -0.192074 -6.018516 0.661777 0.01 -0.07 -0.06
C 1.496799 -4.207158 1.514055 -0.09 -0.77 -0.08
N 1.493629 -3.100952 1.788664 0.10 0.32 0.13
```
Positions in Å, forces in eV/Å.

Computed properties:
* LUMO level: 0.06 eV
* total charge: 0
* HOMO-LUMO gap: 6.95 eV
* multiplicity: 1

(4)
# C12H17N3OS

C12H17N3OS in the gas phase (ωB97M-V/def2-TZVPD, OMol25).

Geometry as XYZ:
```
34
Properties=species:S:1:pos:R:3:forces:R:3
N 5.696372 0.746690 -1.133928 -1.62 0.10 -0.85
C 4.615883 1.016118 -1.467506 3.20 -0.10 1.35
C 3.312166 1.584577 -1.604856 -1.75 -0.74 1.54
C 3.217262 3.076812 -1.662383 -0.41 2.36 0.76
S 2.020346 3.701528 -0.346075 0.43 -0.82 -0.13
C 2.137826 2.104754 0.593679 0.05 -0.44 -1.19
C 0.785930 1.613738 1.089199 -0.81 0.68 -0.10
C 0.520251 0.183470 0.638202 -1.34 2.52 -1.49
N -0.977836 0.022826 0.395223 1.35 -0.81 0.40
C -1.695201 -1.223102 0.908154 -1.19 1.94 -3.01
C -1.754453 -2.267784 -0.147311 0.17 -3.15 0.49
C -3.065827 -3.105717 0.167689 0.56 -1.04 0.20
C -4.104194 -2.107260 0.686779 2.99 0.84 2.92
C -3.186443 -0.866909 0.961136 -0.37 2.94 0.52
C 1.594788 0.092421 -0.450093 -0.23 -3.11 -0.86
O 1.733071 -0.934264 -1.099669 0.06 0.85 -0.55
N 2.447060 1.154388 -0.471830 -0.48 0.09 0.00
H 2.883928 1.279992 -2.522609 -0.62 -1.04 -0.77
H 4.056601 3.709622 -1.399689 0.75 -0.73 -0.39
H 2.890022 3.329744 -2.670469 -0.23 0.44 0.29
H 2.899126 2.008530 1.346633 0.55 0.75 0.32
H 0.105856 2.286509 0.590013 -0.78 -0.12 0.06
H 0.585997 1.619175 2.134188 0.26 0.75 0.95
H 0.769119 -0.444069 1.423224 0.62 -1.62 1.31
H -1.234057 0.086899 -0.603515 0.51 0.06 0.75
H -1.326105 -1.649267 1.808111 0.63 0.14 0.91
H -1.746055 -1.984113 -1.190205 -0.17 0.77 -0.11
H -0.829773 -2.825461 -0.000901 -0.07 -0.72 -0.50
H -3.445090 -3.664987 -0.677850 0.09 0.10 -0.55
H -2.913928 -3.934468 0.904312 0.28 0.89 -0.25
H -4.550455 -2.354679 1.681748 0.14 -0.28 -1.03
H -4.832585 -1.829037 0.020622 -1.84 0.34 -1.62
H -3.263668 -0.022654 0.117287 -0.35 -1.72 1.94
H -3.345936 -0.404021 1.982688 -0.41 -0.08 -1.31
```
Positions in Å, forces in eV/Å.

Computed properties:
* LUMO level: 0.55 eV
* SMILES: N#C[C@@H]1CS[C@H]2C[C@@H](NC3CCCC3)C(=O)N12
* total charge: 0
* HOMO-LUMO gap: 9.38 eV
* multiplicity: 1

(5)
# C4H13N3

A 2-piece molecular cluster, C4H13N3 overall (ωB97M-V/def2-TZVPD, OMol25).

Geometry as XYZ:
```
20
Properties=species:S:1:pos:R:3:forces:R:3
C -2.656004 0.763028 -1.370223 0.61 -0.32 -2.11
N -2.048241 -0.103210 -0.693760 0.72 0.50 -0.40
C -2.229091 -0.055596 0.709295 -1.46 -0.86 2.17
H -2.405317 0.812433 -2.457029 -0.44 -0.11 0.73
H -3.407192 1.470606 -1.041441 -0.10 0.22 0.62
H -2.944147 0.805018 0.963940 0.45 -1.44 0.14
H -2.561156 -1.132036 1.062709 0.30 2.30 -0.44
H -1.312619 0.156688 1.294236 -0.13 -0.26 -0.77
C 1.751593 1.203490 1.044484 -2.51 -2.56 0.54
C 2.065448 0.021519 0.156536 3.26 -0.51 -0.71
N 0.958017 -0.822095 -0.115143 -2.54 1.01 -2.43
N 1.446543 -1.969869 -0.933515 3.20 2.26 1.85
H 0.980240 1.711890 0.495547 -0.43 0.91 0.11
H 1.325696 0.853482 2.032700 0.40 0.42 -1.04
H 2.576506 1.793189 1.216188 1.81 1.43 0.25
H 2.637793 0.419953 -0.816523 -1.08 -0.92 1.74
H 2.742132 -0.718685 0.664964 0.23 1.10 -0.26
H 0.315331 -0.222566 -0.775106 1.19 -1.95 1.39
H 0.688192 -2.502926 -1.179159 -2.24 -1.66 -0.28
H 2.076271 -2.484311 -0.258703 -1.23 0.42 -1.12
```
Positions in Å, forces in eV/Å.

Computed properties:
* LUMO level: 1.05 eV
* SMILES: C=NC.CCNN
* total charge: 0
* HOMO-LUMO gap: 9.05 eV
* multiplicity: 1